1.
The following is a quantum chemistry calculation of a structure of composition C28H53Br2ClFN3NbO4S2, from OMol25.

Properties
- E_HOMO (eV) = -5.3
- E_LUMO (eV) = 1.3

The geometry in ORCA input format:
```
! RIJCOSX wB97M-V def2-TZVPD def2/J DEFGRID3
* xyz -1 1
C 5.496 2.414 1.309
C 5.020 2.322 -0.177
Br 3.061 2.407 -0.171
C 5.698 1.201 -0.995
Br 6.082 1.935 -2.819
Nb 4.702 -0.876 -1.140
N 6.610 -1.772 -0.955
Cl 4.970 -0.768 -3.636
C 3.861 -2.945 -1.556
C 3.925 -3.977 -0.411
F 5.215 -4.301 0.002
C 4.395 -1.062 1.098
C 2.947 -0.734 1.606
C 2.344 -1.800 2.554
S 0.507 -1.705 2.577
C 0.004 -1.639 0.869
S 0.505 -2.810 -0.156
N -0.787 -0.603 0.361
C -0.710 0.775 0.510
C -1.718 1.317 -0.246
N -2.457 0.284 -0.861
C -1.876 -0.788 -0.464
H 5.282 3.456 1.617
H 4.902 1.777 1.979
H 6.585 2.287 1.404
H 5.353 3.280 -0.616
H 6.704 1.043 -0.561
H 3.025 -0.242 -1.419
H 6.597 -2.694 -1.392
H 7.299 -1.208 -1.458
H 4.387 -3.402 -2.421
H 2.808 -2.846 -1.887
H 3.298 -3.601 0.421
H 3.404 -4.898 -0.750
H 5.154 -0.380 1.539
H 4.692 -2.065 1.467
H 2.309 -0.484 0.747
H 3.024 0.200 2.200
H 2.712 -2.822 2.379
H 2.644 -1.538 3.586
H 0.025 1.295 1.120
H -1.940 2.373 -0.386
H -2.100 -1.835 -0.685
C -6.589 3.923 -0.225
C -6.298 4.227 -1.687
C -4.813 4.551 -1.649
O -4.252 3.780 -0.583
C -5.310 3.225 0.207
H -7.479 3.314 -0.070
H -6.713 4.857 0.332
H -6.471 3.334 -2.292
H -6.900 5.038 -2.096
H -4.642 5.610 -1.427
H -4.305 4.305 -2.583
H -5.356 2.150 0.002
H -5.089 3.366 1.266
C -5.790 -3.430 1.383
C -5.032 -2.474 0.478
C -5.844 -1.198 0.616
O -6.405 -1.210 1.937
C -6.227 -2.509 2.511
H -5.194 -4.274 1.728
H -6.666 -3.823 0.859
H -4.022 -2.318 0.866
H -4.951 -2.817 -0.553
H -6.671 -1.173 -0.102
H -5.240 -0.299 0.482
H -5.454 -2.434 3.284
H -7.158 -2.831 2.982
C 1.964 6.353 -2.017
C 2.305 6.499 -3.493
C 3.798 6.785 -3.442
O 4.306 6.113 -2.289
C 3.209 5.667 -1.478
H 1.052 5.787 -1.829
H 1.852 7.342 -1.562
H 2.122 5.554 -4.011
H 1.739 7.280 -4.001
H 3.992 7.858 -3.323
H 4.325 6.433 -4.331
H 3.132 4.579 -1.575
H 3.405 5.909 -0.432
C -1.454 -6.509 2.728
C -0.683 -5.861 1.588
C -1.754 -5.724 0.522
O -3.001 -5.550 1.210
C -2.816 -5.843 2.600
H -0.999 -6.361 3.708
H -1.544 -7.584 2.553
H -0.332 -4.871 1.892
H 0.177 -6.439 1.254
H -1.830 -6.632 -0.086
H -1.580 -4.876 -0.140
H -2.847 -4.896 3.152
H -3.631 -6.478 2.952
*
```



2.
The following is a quantum chemistry calculation of a structure of composition C21H22N2O3PW, from OMol25.

Properties
- E_HOMO (alpha / beta) (eV) = -18.0 / -18.0
- E_LUMO (alpha / beta) (eV) = -12.6 / -12.3

The geometry in ORCA input format:
```
! RIJCOSX wB97M-V def2-TZVPD def2/J DEFGRID3
* xyz 3 3
W -0.537 -0.067 0.213
C 0.589 -3.329 -2.133
C 0.920 -2.427 -0.978
C 2.167 -2.789 -0.210
O -0.255 -2.336 0.021
C 0.782 -0.933 -1.290
O -0.231 -0.509 -1.883
O 1.308 -0.102 -0.382
H 0.488 -4.358 -1.785
H 1.419 -3.308 -2.842
H -0.317 -3.021 -2.655
H 2.163 -3.857 0.002
H 2.247 -2.243 0.727
H 3.046 -2.568 -0.817
H -0.847 -3.090 -0.131
N -0.761 2.335 2.261
P -0.558 0.673 2.567
C -2.195 -0.026 2.797
C -2.842 -0.491 1.637
C -4.119 -1.021 1.650
C -4.777 -1.085 2.874
C -4.166 -0.628 4.037
C -2.882 -0.098 4.006
C 0.446 0.553 4.012
C 0.317 -0.572 4.837
C 1.105 -0.667 5.970
C 2.015 0.341 6.270
C 2.164 1.440 5.431
C 1.391 1.550 4.289
C -1.031 2.808 1.018
C -1.298 4.156 0.783
C -1.589 4.574 -0.490
C -1.623 3.650 -1.557
C -1.347 2.352 -1.305
N -1.040 1.899 -0.022
H -0.774 3.001 3.026
H -2.423 -0.444 0.604
H -4.604 -1.359 0.745
H -5.779 -1.493 2.912
H -4.695 -0.686 4.979
H -2.419 0.257 4.918
H -0.389 -1.361 4.606
H 1.010 -1.525 6.621
H 2.619 0.267 7.165
H 2.889 2.208 5.663
H 1.536 2.394 3.627
H -1.275 4.854 1.610
H -1.795 5.621 -0.676
H -1.855 3.964 -2.565
H -1.337 1.608 -2.088
*
```



3.
The following is a quantum chemistry calculation of the molecule C5H11NO, from OMol25.

Properties
- E_HOMO (eV) = -6.8
- E_LUMO (eV) = 0.9

The geometry in ORCA input format:
```
! RIJCOSX wB97M-V def2-TZVPD def2/J DEFGRID3
* xyz 0 1
C -1.946 -0.935 -0.334
C -1.548 0.327 0.417
N -0.077 0.445 0.570
C 0.402 0.369 1.812
C 0.607 0.589 -0.568
C 2.073 0.367 -0.666
O 2.391 -0.402 -1.820
H -3.037 -1.008 -0.385
H -1.563 -1.823 0.179
H -1.554 -0.931 -1.354
H -1.888 1.224 -0.108
H -1.982 0.345 1.419
H 1.444 0.581 1.997
H -0.262 0.062 2.606
H 0.036 0.807 -1.462
H 2.660 1.288 -0.775
H 2.428 -0.130 0.255
H 1.814 -1.177 -1.785
*
```



4.
The following is a quantum chemistry calculation of the molecule C11H14N2O2, from OMol25.

Properties
- E_HOMO (eV) = -10.8
- E_LUMO (eV) = -0.4

The geometry in ORCA input format:
```
! RIJCOSX wB97M-V def2-TZVPD def2/J DEFGRID3
* xyz 0 1
N 1.465 0.924 -3.283
O 1.232 -2.630 -1.857
O 2.883 -1.598 -0.888
C 1.145 0.344 -2.343
N 1.731 -1.639 -1.286
C -1.312 0.650 1.534
C 0.407 1.790 0.182
C 1.047 -0.317 1.392
C -1.530 0.545 -0.913
C -0.909 -1.521 0.348
C 0.886 -0.408 -1.122
C -1.065 1.427 0.266
C -0.436 -0.641 1.542
C 1.276 0.484 0.101
C -0.631 -0.745 -0.978
H -2.375 0.382 1.628
H -1.017 1.282 2.363
H 0.625 2.402 -0.700
H 0.738 2.397 1.080
H 1.696 -1.198 1.410
H 1.321 0.366 2.205
H -2.584 0.251 -0.790
H -1.472 1.108 -1.826
H -1.952 -1.677 0.419
H -0.401 -2.482 0.340
H -1.654 2.369 0.415
H -0.581 -1.198 2.501
H 2.373 0.728 0.062
H -0.908 -1.397 -1.805
*
```



5.
The following is a quantum chemistry calculation of a cluster of 2 separate species, C4H12N2O3 in total, from OMol25.

Properties
- SMILES = NCCCNC(=O)O.O
- E_HOMO (eV) = -9.1
- E_LUMO (eV) = 0.6

The geometry in ORCA input format:
```
! RIJCOSX wB97M-V def2-TZVPD def2/J DEFGRID3
* xyz 0 1
N 1.799 -1.728 0.474
C 2.056 -0.929 -0.726
C 0.903 0.025 -1.085
C 0.108 0.598 0.102
N -1.367 0.447 -0.011
C -1.963 -0.790 0.138
O -2.957 -0.999 0.797
O -1.354 -1.771 -0.571
H 0.816 -1.958 0.545
H 2.313 -2.598 0.450
H 2.973 -0.349 -0.583
H 2.235 -1.574 -1.597
H 0.230 -0.453 -1.795
H 1.341 0.874 -1.619
H 0.270 1.676 0.136
H 0.448 0.200 1.061
H -1.825 1.019 0.691
H -1.845 -2.579 -0.353
O -1.068 3.594 1.100
H -1.927 3.924 0.817
H -1.186 3.371 2.029
*
```



6.
The following is a quantum chemistry calculation of a cluster of 3 separate species, C5H12O2 in total, from OMol25.

Properties
- SMILES = C=C/C=C/C.O.O
- E_HOMO (eV) = -7.9
- E_LUMO (eV) = 0.4

The geometry in ORCA input format:
```
! RIJCOSX wB97M-V def2-TZVPD def2/J DEFGRID3
* xyz 0 1
C -1.923 -0.968 -0.184
C -0.964 -1.178 -1.324
C 0.176 -1.864 -1.224
C 1.184 -2.018 -2.269
C 1.114 -1.538 -3.538
H -1.730 -1.530 0.711
H -1.901 0.103 0.013
H -2.922 -1.266 -0.522
H -1.363 -0.814 -2.278
H 0.386 -2.367 -0.274
H 2.046 -2.538 -1.850
H 1.913 -1.082 -4.117
H 0.298 -1.932 -4.145
H -4.289 3.898 3.290
H -4.193 4.033 1.859
O -3.750 3.537 2.567
H 4.950 3.073 4.051
H 5.738 1.873 4.408
O 5.228 2.579 4.826
*
```



7.
The following is a quantum chemistry calculation of a structure of composition C2H4I2, from OMol25.

Properties
- E_HOMO (alpha / beta) (eV) = -9.0 / -8.8
- E_LUMO (alpha / beta) (eV) = -1.0 / -0.9

The geometry in ORCA input format:
```
! RIJCOSX wB97M-V def2-TZVPD def2/J DEFGRID3
* xyz 0 1
C 0.504 0.590 0.509
C -0.221 -0.369 -0.435
I 0.364 -2.280 -0.202
I -0.483 0.312 -2.515
H 0.304 0.096 1.448
H 1.643 0.799 0.469
H -0.081 1.541 0.501
H -2.028 -0.690 0.225
*
```



8.
The following is a quantum chemistry calculation of a structure of composition C22H42Cl3N2O4SiYb, from OMol25.

Properties
- E_HOMO (alpha / beta) (eV) = -8.1 / -8.1
- E_LUMO (alpha / beta) (eV) = 0.3 / -0.2

The geometry in ORCA input format:
```
! RIJCOSX wB97M-V def2-TZVPD def2/J DEFGRID3
* xyz 0 2
C -1.761 -2.172 -4.060
C -1.248 -2.986 -2.917
H -1.846 -2.782 -4.971
H -1.096 -1.314 -4.251
H -2.744 -1.731 -3.816
C -0.798 -4.250 -2.990
C -0.789 -5.091 -4.213
H -0.311 -4.715 -2.121
H -0.911 -4.491 -5.119
H -1.570 -5.852 -4.185
H 0.174 -5.614 -4.257
Yb 0.239 0.523 -0.691
Cl -2.366 0.771 -0.481
Cl 0.981 2.795 -1.774
H 0.641 5.094 3.194
H -1.580 5.567 2.171
C 1.031 4.783 2.214
C -1.178 5.271 1.188
N -0.078 4.330 1.380
H 1.755 3.968 2.330
C -0.156 3.074 0.938
O 0.564 2.124 1.303
H -1.964 4.768 0.606
H -0.930 2.917 0.156
H 1.510 5.651 1.735
H -0.825 6.159 0.643
H 1.629 -1.125 -3.302
H 2.173 -3.696 -1.829
C 2.675 -0.967 -2.983
C 3.143 -3.184 -1.913
N 2.985 -1.747 -1.783
H 2.837 0.103 -2.773
C 2.975 -1.177 -0.560
O 2.654 0.016 -0.361
H 3.800 -3.538 -1.107
H 3.341 -1.826 0.268
H 3.326 -1.317 -3.793
H 3.570 -3.400 -2.900
O -0.017 -1.431 -1.729
C -1.102 -2.218 -1.603
C 0.157 -3.420 0.247
C -1.056 -3.150 -0.386
H 1.013 -2.781 -0.004
C 0.226 -4.454 1.188
H -2.035 -1.630 -1.483
C -2.240 -3.786 0.003
H 1.198 -4.684 1.654
C -0.937 -5.187 1.477
C -2.185 -4.831 0.924
H -3.193 -3.429 -0.404
H -0.877 -6.046 2.155
H -3.098 -5.381 1.202
Si -0.347 3.424 -3.919
Cl -0.835 1.363 -3.906
C 1.412 4.229 -4.032
C -1.602 4.237 -2.771
C -0.792 3.981 -5.738
H 2.154 3.814 -3.328
H 1.328 5.293 -3.762
H 1.871 4.136 -5.021
H -0.043 3.672 -6.477
H -0.828 5.081 -5.793
H -1.764 3.623 -6.091
H -1.600 3.766 -1.776
H -2.624 4.137 -3.172
H -1.378 5.309 -2.614
C 0.126 0.065 3.646
C -0.311 -0.668 2.390
O 0.686 -0.757 1.354
H 1.085 -0.314 4.000
H -0.628 -0.123 4.412
H 0.196 1.141 3.485
H -0.579 -1.712 2.606
H -1.185 -0.188 1.927
H 1.487 -0.252 1.595
*
```



9.
The following is a quantum chemistry calculation of a structure of composition C12H29BeNO8P, from OMol25.

Properties
- E_HOMO (eV) = -12.5
- E_LUMO (eV) = -2.2

The geometry in ORCA input format:
```
! RIJCOSX wB97M-V def2-TZVPD def2/J DEFGRID3
* xyz 1 1
Be -1.224 -0.042 -0.086
C -4.602 -0.171 0.438
O -3.476 -0.740 -0.207
C -3.700 -1.175 -1.534
C -2.528 -0.672 -2.373
O -1.307 -0.828 -1.660
C -0.813 -2.144 -1.505
C -1.184 -2.672 -0.121
O -1.075 -1.570 0.755
C -1.492 -1.863 2.081
H -4.980 0.694 -0.115
H -5.398 -0.915 0.542
H -4.266 0.147 1.422
H -3.748 -2.274 -1.555
H -4.642 -0.791 -1.932
H -2.477 -1.192 -3.331
H -2.620 0.406 -2.524
H -1.189 -2.799 -2.295
H 0.276 -2.064 -1.585
H -2.208 -3.063 -0.097
H -0.501 -3.472 0.190
H -0.845 -2.633 2.508
H -1.408 -0.940 2.647
H -2.530 -2.206 2.086
C 3.671 1.665 -1.930
C 2.429 0.827 -2.182
O 2.121 0.069 -1.009
P 0.931 0.507 0.018
O 1.035 2.072 0.224
C 1.744 2.731 1.301
C 1.919 4.182 0.905
O 1.548 -0.048 1.381
C 2.218 -1.307 1.492
C 3.580 -1.099 2.131
H 3.961 2.199 -2.830
H 4.495 1.024 -1.623
H 3.473 2.390 -1.145
H 2.602 0.100 -2.981
H 1.579 1.461 -2.453
H 2.702 2.235 1.464
H 1.136 2.630 2.204
H 2.652 4.283 0.110
H 2.248 4.766 1.759
H 0.967 4.567 0.553
H 2.344 -1.749 0.502
H 1.595 -1.955 2.115
H 4.184 -0.447 1.508
H 4.084 -2.056 2.229
H 3.475 -0.650 3.115
O -1.427 1.010 1.366
N -1.613 1.978 0.601
O -1.715 1.595 -0.576
*
```



10.
The following is a quantum chemistry calculation of a structure of composition C48H55CdGeN7O6PSi3, from OMol25.

Properties
- E_HOMO (alpha / beta) (eV) = -5.5 / -8.2
- E_LUMO (alpha / beta) (eV) = -1.4 / -1.4

The geometry in ORCA input format:
```
! RIJCOSX wB97M-V def2-TZVPD def2/J DEFGRID3
* xyz 0 2
Cd 0.896 -0.390 -0.546
C -1.357 -1.487 -4.482
C -1.186 -1.336 -3.132
N 0.019 -1.344 -2.544
C 1.104 -1.500 -3.375
C 0.892 -1.601 -4.763
N -0.295 -1.612 -5.320
C 2.403 -1.581 -2.768
C 3.586 -1.528 -3.518
C 4.810 -1.590 -2.893
C 4.818 -1.736 -1.491
C 3.627 -1.780 -0.802
N 2.428 -1.705 -1.416
C 3.632 -2.066 0.647
C 4.745 -1.853 1.467
N 4.830 -2.371 2.679
C 3.783 -3.056 3.121
C 2.617 -3.131 2.377
N 2.541 -2.650 1.143
C 6.066 -1.513 -3.657
C 6.156 -1.957 -4.977
C 7.373 -1.876 -5.633
N 8.481 -1.400 -5.076
C 8.395 -0.968 -3.823
C 7.226 -0.994 -3.081
H -2.335 -1.518 -4.944
H -2.047 -1.233 -2.477
H 1.722 -1.700 -5.452
H 3.533 -1.393 -4.587
H 5.751 -1.846 -0.958
H 5.591 -1.259 1.144
H 3.889 -3.541 4.084
H 1.732 -3.635 2.754
H 5.298 -2.372 -5.488
H 7.469 -2.208 -6.661
H 9.312 -0.574 -3.398
H 7.211 -0.589 -2.079
O 0.017 1.899 -0.529
C 0.619 2.939 -0.213
C 2.000 3.209 -0.347
C 2.452 4.505 -0.069
C 3.784 4.815 -0.136
C 4.735 3.797 -0.393
C 4.330 2.532 -0.670
C 2.937 2.178 -0.746
O 2.588 1.048 -1.170
N 4.213 6.176 0.042
O 3.357 7.036 0.188
O 5.411 6.409 0.027
H 0.032 3.761 0.233
H 1.744 5.289 0.172
H 5.780 4.071 -0.370
H 5.045 1.748 -0.880
O 2.518 0.060 2.770
C 1.327 0.052 2.543
O 0.717 0.355 1.454
C 0.244 -0.342 3.549
P -1.308 -0.077 2.521
C -1.622 1.631 3.099
C -2.122 1.898 4.371
C -2.279 3.209 4.792
C -1.927 4.260 3.955
C -1.425 3.998 2.689
C -1.275 2.687 2.262
C -2.566 -1.027 3.473
C -2.275 -2.169 4.215
C -3.294 -2.944 4.750
C -4.620 -2.589 4.558
C -4.925 -1.450 3.827
C -3.906 -0.690 3.279
H 0.233 0.321 4.414
H 0.411 -1.356 3.903
H -2.404 1.084 5.026
H -2.667 3.408 5.783
H -2.045 5.281 4.293
H -1.142 4.819 2.042
H -0.860 2.464 1.286
H -1.248 -2.463 4.388
H -3.044 -3.836 5.310
H -5.412 -3.199 4.974
H -5.956 -1.163 3.666
H -4.134 0.191 2.696
C -2.381 3.337 -1.417
Si -1.986 1.580 -2.049
C -3.484 1.036 -3.122
C -0.525 1.683 -3.262
Ge -2.162 -0.171 0.043
Si -2.152 -2.850 -0.013
C -0.724 -3.428 1.099
C -3.796 -3.512 0.682
C -1.916 -3.868 -1.606
Si -4.475 0.726 0.867
C -5.117 2.192 -0.168
C -4.974 1.256 2.638
C -5.637 -0.700 0.366
H -3.299 3.711 -1.868
H -1.575 4.022 -1.681
H -2.505 3.363 -0.334
H -4.081 1.912 -3.381
H -4.140 0.318 -2.626
H -3.134 0.593 -4.053
H -0.405 2.711 -3.609
H -0.688 1.051 -4.134
H 0.416 1.381 -2.802
H -1.064 -4.179 1.813
H -0.305 -2.594 1.663
H 0.085 -3.849 0.502
H -4.064 -3.039 1.624
H -3.710 -4.586 0.857
H -4.610 -3.358 -0.026
H -0.918 -3.749 -2.023
H -2.639 -3.629 -2.385
H -2.046 -4.922 -1.351
H -4.693 3.144 0.149
H -6.197 2.258 -0.031
H -4.927 2.073 -1.233
H -5.604 2.144 2.586
H -4.129 1.502 3.277
H -5.552 0.478 3.139
H -5.361 -1.095 -0.614
H -6.669 -0.350 0.305
H -5.606 -1.523 1.078
*
```